This record from OMol25 describes 3 unconnected molecules or ions with the total composition C11H27BNO6. The level of theory is wB97M-V/def2-TZVPD.

Output
Total charge = -1

Last columns: bonded neighbours and bond lengths (Å).
Element x y z (Å)
1 O 1.131 -3.188 0.665  N2 1.172
2 N 1.153 -2.158 0.107  O1 1.172, O3 1.381
3 O 1.737 -1.185 0.894  N2 1.381, C4 1.451
4 C 2.506 -0.260 0.083  O3 1.451, C5 1.518, H10 1.092, H11 1.092
5 C 3.885 -0.075 0.691  C4 1.518, C6 1.537, O9 1.390, H12 1.103
6 C 3.917 0.471 2.127  C5 1.537, O7 1.416, H13 1.100, H14 1.098
7 O 5.035 -0.147 2.737  C6 1.416, B8 1.505
8 B 5.684 -0.977 1.662  O7 1.505, O9 1.511, H15 1.257, H16 1.219
9 O 4.484 -1.324 0.812  C5 1.390, B8 1.511
10 H 2.644 -0.699 -0.907  C4 1.092
11 H 1.939 0.670 0.003  C4 1.092
12 H 4.445 0.572 -0.004  C5 1.103
13 H 4.067 1.558 2.202  C6 1.100
14 H 3.024 0.195 2.702  C6 1.098
15 H 6.413 -0.221 0.970  B8 1.257
16 H 6.268 -1.964 2.075  B8 1.219
17 C -1.947 -2.578 0.903  C18 1.517, H22 1.091, H23 1.085, H24 1.093
18 C -2.193 -1.155 1.371  C17 1.517, O19 1.423, H25 1.090, H26 1.095
19 O -3.242 -0.495 0.673  C18 1.423, C20 1.411
20 C -4.522 -1.079 0.789  O19 1.411, C21 1.521, H27 1.097, H28 1.091
21 C -5.053 -1.124 2.213  C20 1.521, H29 1.091, H30 1.091, H31 1.091
22 H -1.808 -2.606 -0.178  C17 1.091
23 H -1.059 -2.974 1.383  C17 1.085
24 H -2.779 -3.241 1.155  C17 1.093
25 H -1.300 -0.559 1.184  C18 1.090
26 H -2.373 -1.126 2.451  C18 1.095
27 H -4.532 -2.082 0.347  C20 1.097
28 H -5.176 -0.456 0.177  C20 1.091
29 H -4.483 -1.813 2.838  C21 1.091
30 H -6.092 -1.457 2.215  C21 1.091
31 H -5.001 -0.134 2.670  C21 1.091
32 C -0.075 3.936 -2.654  C33 1.521, H37 1.091, H38 1.091, H39 1.091
33 C 0.573 2.625 -3.070  C32 1.521, O34 1.411, H40 1.091, H41 1.097
34 O 0.629 1.661 -2.041  C33 1.411, C35 1.418
35 C -0.620 1.235 -1.523  O34 1.418, C36 1.519, H42 1.096, H43 1.090
36 C -1.512 0.562 -2.553  C35 1.519, H44 1.092, H45 1.091, H46 1.091
37 H 0.394 4.320 -1.747  C32 1.091
38 H 0.036 4.677 -3.448  C32 1.091
39 H -1.142 3.820 -2.457  C32 1.091
40 H 1.612 2.803 -3.349  C33 1.091
41 H 0.071 2.216 -3.956  C33 1.097
42 H -1.143 2.068 -1.041  C35 1.096
43 H -0.378 0.518 -0.738  C35 1.090
44 H -1.857 1.268 -3.312  C36 1.092
45 H -2.389 0.140 -2.062  C36 1.091
46 H -0.970 -0.237 -3.060  C36 1.091



This record from OMol25 describes 2 unconnected molecules or ions with the total composition C11H27BrN2O3P. The level of theory is wB97M-V/def2-TZVPD.

Output
Total charge = +1
Energy relative to the best compared isomer or geometry (same formula, charge and spin) = 88.6 kcal/mol

Last columns: bonded neighbours and bond lengths (Å).
Element x y z (Å)
1 C -0.911 -1.863 2.921  C2 1.668, H12 1.173, H13 1.184, H14 1.170
2 C -0.013 -0.751 2.062  C1 1.668, N3 1.512, H15 1.170, H16 1.190
3 N -0.770 -0.510 0.776  C2 1.512, P4 1.819, H17 1.058
4 P -1.702 1.051 0.845  N3 1.819, C5 1.948, C8 1.911, H18 1.446
5 C -2.826 1.008 -0.745  P4 1.948, N6 1.513, H19 1.192, H20 1.189
6 N -4.290 0.795 -0.429  C5 1.513, C7 1.512, H21 1.063
7 C -4.563 -0.529 0.248  N6 1.512, H22 1.188, H23 1.193, H24 1.170
8 C -0.391 2.441 0.802  P4 1.911, C9 1.640, H25 1.188, H26 1.181
9 C -0.962 3.946 1.111  C8 1.640, C10 1.641, Br11 2.040, H27 1.174
10 C -1.465 4.196 2.652  C9 1.641, H28 1.194, H29 1.174, H30 1.187
11 Br 0.616 5.211 0.844  C9 2.040
12 H -0.279 -2.851 2.910  C1 1.173
13 H -1.924 -2.026 2.329  C1 1.184
14 H -1.069 -1.399 3.984  C1 1.170
15 H 0.168 0.239 2.661  C2 1.170
16 H 1.034 -1.224 1.751  C2 1.190
17 H -0.042 -0.307 0.035  N3 1.058
18 H -2.562 1.089 2.006  P4 1.446
19 H -2.496 0.079 -1.416  C5 1.192
20 H -2.620 1.959 -1.427  C5 1.189
21 H -4.752 0.703 -1.382  N6 1.063
22 H -4.489 -1.433 -0.518  C7 1.188
23 H -5.709 -0.505 0.580  C7 1.193
24 H -3.947 -0.727 1.224  C7 1.170
25 H 0.041 2.462 -0.304  C8 1.188
26 H 0.453 2.134 1.570  C8 1.181
27 H -1.818 4.309 0.394  C9 1.174
28 H -1.616 5.375 2.770  C10 1.194
29 H -2.499 3.703 2.906  C10 1.174
30 H -0.613 3.923 3.433  C10 1.187
31 C 5.597 -1.386 -3.108  C32 1.518, H38 1.095, H39 1.093, H40 1.094
32 C 4.241 -1.228 -3.772  C31 1.518, O33 1.433, H41 1.095, H42 1.096
33 O 3.359 -2.287 -3.384  C32 1.433, C34 1.356
34 C 2.779 -2.151 -2.166  O33 1.356, O35 1.221, O36 1.357
35 O 2.938 -1.217 -1.395  C34 1.221
36 O 2.010 -3.245 -1.939  C34 1.357, C37 1.425
37 C 1.401 -3.267 -0.651  O36 1.425, H43 1.094, H44 1.095, H45 1.094
38 H 6.006 -2.384 -3.300  C31 1.095
39 H 6.301 -0.636 -3.480  C31 1.093
40 H 5.521 -1.279 -2.022  C31 1.094
41 H 4.359 -1.295 -4.859  C32 1.095
42 H 3.797 -0.249 -3.557  C32 1.096
43 H 0.850 -2.342 -0.455  C37 1.094
44 H 2.163 -3.433 0.118  C37 1.095
45 H 0.694 -4.100 -0.623  C37 1.094



Calculated HOMO level in order - -3.80; -13.06 eV
Calculated gap between HOMO and LUMO in order - 6.4; 9.9 eV